DFT (wB97M-V/def2-TZVPD) results for 2 unconnected molecules or ions with the total composition C2H10NO at a distorted geometry.

Geometry as XYZ:
```
14
Properties=species:S:1:pos:R:3
O -0.75 1.50 -2.41
H -0.14 1.33 -3.12
H 0.50 -0.37 -0.96
H -1.63 1.51 -2.78
C -0.38 -1.19 1.45
C 0.72 -0.32 1.05
N 0.48 0.39 -0.26
H -0.96 -0.79 2.32
H -1.06 -1.52 0.66
H -0.01 -2.26 1.71
H 0.70 0.50 1.92
H 1.79 -0.56 1.24
H -0.50 0.71 -0.42
H 1.23 1.08 -0.40
```

Output
- relative energy (zero: lowest compared OMol25 entry of this formula, charge and spin) (kcal/mol) = 48.45
- orbital gap (alpha / beta) (hartree) = 0.4139 / 0.1103
- total charge = +2
- spin multiplicity = 2
- F_max (eV/A) = 2.62
- energy (Eh) = -211.3108
- expectation value of S² = 0.7531

These are the Löwdin partial charges, in e, on atoms 1 to 4:
1. O -0.023
2. H 0.062
3. H 0.196
4. H 0.079


DFT (wB97M-V/def2-TZVPD) results for 3 unconnected molecules or ions with the total composition C2H10NO3 at a distorted geometry.

Geometry as XYZ:
```
16
Properties=species:S:1:pos:R:3
C -1.09 -0.24 0.90
O 0.22 0.12 0.94
C -1.80 0.10 -0.41
N -1.10 -0.61 -1.56
H -1.25 -1.34 1.08
H -1.61 0.24 1.78
H -2.85 -0.21 -0.52
H -1.83 1.19 -0.54
H -0.29 0.00 -1.72
H -0.60 -1.34 -1.05
H 0.68 1.52 0.42
H 2.02 2.18 -0.16
O 1.10 2.35 0.03
H 2.72 -1.27 0.39
H 1.36 -0.99 0.08
O 1.94 -1.79 0.08
```

Output
- relative energy (zero: lowest compared OMol25 entry of this formula, charge and spin) (kcal/mol) = 9.67
- orbital gap (hartree) = 0.3000
- total charge = -1
- spin multiplicity = 1
- F_max (eV/A) = 1.94
- energy (Eh) = -362.6920

These are the Löwdin partial charges, in e, on atoms 1 to 4:
1. C -0.457
2. O -0.337
3. C -0.278
4. N -0.025